Record 1
Molecular formula: C3H12N2OS
Method: DFT, the ωB97M-V functional and the def2-TZVPD basis

The geometry in ORCA input format:
```
! wB97M-V def2-TZVPD RIJCOSX def2/J DEFGRID3
* xyz -1 2
S -1.109 -1.692 1.254
O -1.437 0.886 2.638
N 1.597 0.339 1.350
N 0.448 -0.104 -3.064
C -0.042 0.346 -0.488
C 1.326 -0.068 -0.026
C -1.337 -0.480 -0.107
H 2.479 -0.094 1.609
H -0.204 1.425 -0.464
H 2.075 0.305 -0.734
H -1.497 -0.618 2.110
H 0.885 -0.047 1.964
H -0.310 -0.153 -3.746
H -0.048 0.171 -1.666
H -1.542 0.778 3.589
H 0.985 0.732 -3.295
H -1.979 0.286 0.322
H -1.672 -0.852 -1.072
H 1.382 -1.162 -0.175
*
```

Results
HOMO-LUMO gap (alpha / beta): 7.26 / 5.78 eV
HOMO (alpha / beta): -3.5218 / -3.5182 eV
⟨S²⟩: 0.758
Energy relative to the best compared isomer or geometry (same formula, charge and spin): 173.6 kJ/mol
Maximum force: 2.1 eV/Å

---

Record 2
Molecular formula: C3H12N2OS
Method: DFT, the ωB97M-V functional and the def2-TZVPD basis

The geometry in ORCA input format:
```
! wB97M-V def2-TZVPD RIJCOSX def2/J DEFGRID3
* xyz 0 1
S 2.440 -1.116 1.167
O -3.889 1.455 1.269
N -2.021 0.504 -1.110
N 1.290 1.108 -0.620
C 0.308 -0.021 -0.228
C 1.117 -1.324 -0.105
C -0.743 -0.118 -1.397
H -0.283 0.504 -2.217
H -2.534 0.831 -1.997
H -4.430 0.546 1.140
H 0.437 -2.016 0.522
H -0.270 0.134 0.676
H -4.029 1.905 0.325
H 2.812 0.034 0.751
H 1.548 0.962 -1.684
H -0.795 -1.158 -1.713
H -1.811 1.363 -0.538
H 0.870 2.062 -0.550
H 1.589 -1.452 -1.053
*
```

Results
Structure (SMILES): NC[C@H](N)CS.O
HOMO-LUMO gap: 9.43 eV
HOMO: -8.7852 eV
Energy relative to the best compared isomer or geometry (same formula, charge and spin): 198.4 kJ/mol
Maximum force: 4.5 eV/Å

---

Record 3
Molecular formula: C3H12N3O
Method: DFT, the ωB97M-V functional and the def2-TZVPD basis

The geometry in ORCA input format:
```
! wB97M-V def2-TZVPD RIJCOSX def2/J DEFGRID3
* xyz 1 1
O 0.795 -1.690 -0.715
N 0.034 1.734 1.971
N -0.531 0.609 0.039
N 1.466 1.751 0.182
C -1.783 0.144 0.667
C 0.425 -2.176 -2.025
C 0.338 1.322 0.734
H 0.558 -3.252 -2.092
H 0.501 2.504 2.351
H -2.558 0.894 0.769
H -1.593 -0.485 1.539
H -2.097 -0.649 0.001
H 1.615 1.638 -0.804
H -0.893 1.579 2.328
H -0.609 -1.872 -2.156
H 1.256 -2.261 -0.108
H 2.235 1.961 0.777
H 1.108 -1.744 -2.748
H -0.265 -0.005 -0.712
*
```

Results
HOMO-LUMO gap: 11.46 eV
HOMO: -14.2782 eV
Energy relative to the best compared isomer or geometry (same formula, charge and spin): 127.2 kJ/mol
Maximum force: 1.7 eV/Å

---

Record 4
Molecular formula: C3H12N3O
Method: DFT, the ωB97M-V functional and the def2-TZVPD basis

The geometry in ORCA input format:
```
! wB97M-V def2-TZVPD RIJCOSX def2/J DEFGRID3
* xyz 1 1
O 0.000 1.557 0.905
N 1.011 -1.019 0.200
N -1.268 -1.112 0.333
N -0.100 -3.013 -0.254
C -0.110 -1.715 0.102
C 0.493 2.306 -1.310
C -0.087 2.704 0.020
H 0.779 -3.504 -0.215
H -0.898 -3.567 0.009
H 1.896 -1.453 0.001
H -1.131 2.989 -0.078
H 0.937 -0.016 0.379
H 0.411 3.143 -2.007
H -1.267 -0.119 0.529
H -0.059 1.476 -1.756
H -2.143 -1.559 0.111
H 0.476 3.525 0.466
H 1.547 2.037 -1.214
H -0.150 1.876 1.803
*
```

Results
HOMO-LUMO gap: 11.76 eV
HOMO: -14.6454 eV
Energy relative to the best compared isomer or geometry (same formula, charge and spin): 23.6 kJ/mol
Maximum force: 0.4 eV/Å

---

Record 5
Molecular formula: C3H12N3O
Method: DFT, the ωB97M-V functional and the def2-TZVPD basis

The geometry in ORCA input format:
```
! wB97M-V def2-TZVPD RIJCOSX def2/J DEFGRID3
* xyz 1 1
O 0.063 -2.515 0.036
N 0.044 0.842 0.273
N 0.412 2.434 -1.439
N 1.826 0.504 -1.270
C -0.549 -2.764 1.291
C -1.336 1.368 0.591
C 0.783 1.234 -0.840
H 0.732 -3.092 -0.322
H 0.102 -0.199 0.491
H 0.684 2.679 -2.407
H -0.419 2.897 -1.124
H 2.162 -0.148 -0.662
H 0.096 -2.166 1.987
H -1.668 2.395 0.358
H 2.471 0.963 -1.806
H -1.528 -2.468 1.124
H -1.261 1.246 1.821
H -0.540 -3.933 1.582
H -2.072 0.722 0.316
*
```

Results
HOMO-LUMO gap: 11.04 eV
HOMO: -13.9176 eV
Energy relative to the best compared isomer or geometry (same formula, charge and spin): 256.0 kJ/mol
Maximum force: 5.8 eV/Å

---

Record 6
Molecular formula: C3H12N3O
Method: DFT, the ωB97M-V functional and the def2-TZVPD basis

The geometry in ORCA input format:
```
! wB97M-V def2-TZVPD RIJCOSX def2/J DEFGRID3
* xyz 1 1
O -2.392 -0.589 -0.233
N -0.063 -0.202 -1.344
N 1.768 -1.574 -0.015
N 1.644 -0.097 0.294
C 0.227 1.915 0.124
C 0.324 0.434 -0.081
C -1.535 -0.547 0.864
H 1.577 0.026 1.286
H -1.441 -1.690 1.205
H 1.190 2.247 0.536
H 2.750 -1.852 0.070
H 0.278 0.344 -2.168
H -0.476 2.048 0.931
H -1.058 -0.436 -1.250
H -0.049 2.546 -0.652
H 0.591 -1.092 -1.179
H -2.725 0.314 -0.583
H -1.625 0.270 1.621
H 1.015 -2.065 0.575
*
```

Results
HOMO-LUMO gap: 9.42 eV
HOMO: -12.6176 eV
Energy relative to the best compared isomer or geometry (same formula, charge and spin): 585.6 kJ/mol
Maximum force: 3.5 eV/Å

---

Record 7
Molecular formula: C3H12N3O
Method: DFT, the ωB97M-V functional and the def2-TZVPD basis

The geometry in ORCA input format:
```
! wB97M-V def2-TZVPD RIJCOSX def2/J DEFGRID3
* xyz 1 1
O -0.471 -2.138 0.249
N -1.607 0.302 2.141
N 0.583 0.964 1.800
N -1.138 1.983 0.595
C -0.715 1.049 1.521
C 1.685 0.183 -1.779
C 1.511 -0.996 -2.465
H 2.279 0.892 -2.318
H 2.142 -1.300 -3.277
H 1.717 0.132 -0.701
H 0.937 -1.795 -1.981
H -0.324 -0.976 -0.856
H 0.003 -2.562 0.986
H -1.199 -1.705 0.724
H -1.357 -0.233 -0.716
H -2.136 0.908 2.793
H 0.722 0.740 2.819
H -0.548 2.669 0.164
H -2.084 1.882 0.300
*
```

Results
HOMO-LUMO gap: 3.78 eV
HOMO: -13.0577 eV
Energy relative to the best compared isomer or geometry (same formula, charge and spin): 1233.9 kJ/mol
Maximum force: 6.6 eV/Å

---

Record 8
Molecular formula: C3H12N3S
Method: DFT, the ωB97M-V functional and the def2-TZVPD basis

The geometry in ORCA input format:
```
! wB97M-V def2-TZVPD RIJCOSX def2/J DEFGRID3
* xyz 2 2
S -2.082 1.465 0.309
N 0.668 -2.233 -0.443
N 2.254 -0.939 -1.353
N 1.770 -0.096 1.115
C -0.459 1.606 1.093
C -1.671 0.019 -0.696
C 1.254 -0.918 -0.330
H -2.049 0.176 -1.703
H -2.099 -0.920 -0.321
H 1.380 -2.821 -0.840
H -0.555 -0.048 -0.616
H 2.380 0.440 0.496
H -0.324 0.723 1.799
H 2.742 -1.806 -1.138
H 0.352 1.425 0.313
H 1.605 -1.180 -2.119
H 2.327 -0.917 1.435
H -0.385 2.569 1.596
H 0.351 -2.455 0.521
*
```

Results
HOMO-LUMO gap (alpha / beta): 8.35 / 8.05 eV
HOMO (alpha / beta): -19.7384 / -19.8367 eV
⟨S²⟩: 0.753
Energy relative to the best compared isomer or geometry (same formula, charge and spin): 523.3 kJ/mol
Maximum force: 7.3 eV/Å

---

Record 9
Molecular formula: C3H12N3S2
Method: DFT, the ωB97M-V functional and the def2-TZVPD basis

The geometry in ORCA input format:
```
! wB97M-V def2-TZVPD RIJCOSX def2/J DEFGRID3
* xyz 1 1
S -1.365 -1.398 0.911
S -2.086 0.559 1.017
N 1.247 0.491 0.245
N 2.252 -0.799 -1.395
N 2.128 1.476 -1.649
C -1.037 -1.655 2.645
C -2.506 0.917 -0.696
C 1.853 0.383 -0.936
H 2.609 -0.870 -2.327
H 0.786 -0.362 0.586
H 1.807 2.375 -1.330
H -0.040 -1.446 3.028
H -1.631 0.948 -1.341
H -1.780 -1.161 3.271
H -2.953 1.905 -0.622
H 2.538 1.440 -2.567
H -3.281 0.272 -1.101
H 0.643 1.295 0.367
H -1.204 -2.724 2.799
H 2.020 -1.646 -0.902
*
```

Results
HOMO-LUMO gap: 8.40 eV
HOMO: -11.4365 eV
Energy relative to the best compared isomer or geometry (same formula, charge and spin): 46.0 kJ/mol
Maximum force: 1.2 eV/Å

---

Record 10
Molecular formula: C3H12N4
Method: DFT, the ωB97M-V functional and the def2-TZVPD basis

The geometry in ORCA input format:
```
! wB97M-V def2-TZVPD RIJCOSX def2/J DEFGRID3
* xyz 0 1
N -2.582 1.282 -0.326
N -1.592 -1.178 0.553
N -0.468 0.693 -0.462
N 1.092 -0.195 0.428
C 2.036 0.896 0.448
C 1.509 -1.296 -0.400
C -1.083 0.071 0.562
H 0.726 -2.060 -0.424
H 1.763 -1.011 -1.436
H -1.859 -1.584 -0.330
H 2.401 -1.777 0.028
H 1.610 1.742 0.988
H -2.787 1.101 -1.311
H 2.949 0.587 0.979
H -0.546 0.146 -1.321
H -2.128 -1.479 1.349
H 2.334 1.242 -0.554
H -1.012 0.541 1.534
H -2.366 2.278 -0.304
*
```

Results
HOMO-LUMO gap (alpha / beta): 8.27 / 7.74 eV
HOMO (alpha / beta): -7.3702 / -6.8346 eV
Energy relative to the best compared isomer or geometry (same formula, charge and spin): 540.9 kJ/mol
Maximum force: 1.7 eV/Å

---

Record 11
Molecular formula: C3H12N4
Method: DFT, the ωB97M-V functional and the def2-TZVPD basis

The geometry in ORCA input format:
```
! wB97M-V def2-TZVPD RIJCOSX def2/J DEFGRID3
* xyz 0 1
N 1.529 1.200 -1.050
N -1.965 1.250 -0.138
N 0.350 2.443 0.565
N -0.743 0.812 -0.730
C 0.450 1.446 -0.234
C 0.298 -1.814 -0.216
C -0.326 -2.133 1.134
H -0.307 -0.712 -0.711
H 0.110 -2.632 -0.923
H -1.388 -2.372 1.008
H 1.261 2.864 0.736
H -1.764 2.190 0.229
H 2.326 1.795 -0.866
H -0.278 -1.242 1.770
H 1.815 0.229 -1.027
H -2.109 0.682 0.699
H -0.797 0.752 -1.749
H 1.388 -1.769 -0.122
H 0.151 -2.989 1.625
*
```

Results
HOMO-LUMO gap: 9.43 eV
HOMO: -8.5920 eV
Energy relative to the best compared isomer or geometry (same formula, charge and spin): 234.7 kJ/mol
Maximum force: 4.9 eV/Å

---

Record 12
Molecular formula: C3H12N4
Method: DFT, the ωB97M-V functional and the def2-TZVPD basis

The geometry in ORCA input format:
```
! wB97M-V def2-TZVPD RIJCOSX def2/J DEFGRID3
* xyz 2 1
N 1.452 -0.837 0.063
N -2.009 -1.479 -0.309
N 2.588 -0.384 0.210
N -1.317 -0.581 0.337
C -0.201 0.627 -1.459
C -0.168 1.292 1.065
C -0.577 0.399 -0.041
H -1.182 0.497 -1.943
H -0.515 0.913 1.954
H -0.511 2.313 0.967
H -2.692 -2.062 0.189
H -1.570 -0.520 1.406
H 0.142 1.621 -1.718
H 3.011 0.088 -0.615
H -1.957 -1.320 -1.364
H 3.003 -0.487 1.121
H 1.180 -1.273 0.885
H 0.861 1.439 1.181
H 0.463 -0.245 -1.931
*
```

Results
HOMO-LUMO gap (alpha / beta): 7.09 / 7.09 eV
HOMO (alpha / beta): -18.0245 / -18.0232 eV
Energy relative to the best compared isomer or geometry (same formula, charge and spin): 551.5 kJ/mol
Maximum force: 5.1 eV/Å

---

Record 13
Molecular formula: C3H12N4
Method: DFT, the ωB97M-V functional and the def2-TZVPD basis

The geometry in ORCA input format:
```
! wB97M-V def2-TZVPD RIJCOSX def2/J DEFGRID3
* xyz 2 1
N -0.659 0.068 0.622
N -0.438 3.877 -0.998
N 1.138 -1.587 0.793
N 2.648 -3.342 0.341
C -0.120 -1.163 1.193
C -1.449 -0.132 -0.603
C 1.755 -2.559 0.617
H 0.255 3.401 -0.452
H 3.610 -3.528 0.821
H -0.927 2.987 -1.087
H -1.391 -1.085 -1.075
H -0.067 4.228 -1.962
H -0.833 -2.009 1.055
H -2.515 -0.172 -0.417
H -1.333 0.360 1.278
H 2.543 -3.695 -0.622
H -0.930 4.741 -0.620
H -0.143 -1.106 2.337
H -1.142 0.718 -1.222
*
```

Results
HOMO-LUMO gap: 9.94 eV
HOMO: -16.7151 eV
Energy relative to the best compared isomer or geometry (same formula, charge and spin): 277.2 kJ/mol
Maximum force: 6.3 eV/Å